Entry P
76
Properties=species:S:1:pos:R:3:lowdin_charge:R:1 method="wB97M-V/def2-TZVPD" homo_lumo_gap_ev=8.2 charge=0 lumo_energy_ev=-1.47 homo_ev=-9.65
Zr -2.09 0.47 0.58 1.83
N -1.90 2.31 -0.34 -0.42
S -2.71 3.28 -1.32 0.48
O -2.03 3.84 -2.44 -0.22
O -3.72 4.05 -0.66 -0.23
F -3.66 2.16 -1.96 -0.18
S -0.65 3.59 -0.04 0.58
O -1.16 4.77 0.56 -0.21
O 0.40 3.69 -0.99 -0.21
F -0.03 2.87 1.20 -0.16
B 0.06 -0.23 0.09 -0.42
H -0.60 -1.13 0.14 -0.03
H -0.13 0.34 1.03 -0.04
H 1.14 -0.53 -0.10 0.02
H -0.38 0.36 -0.74 -0.02
O -2.62 -1.14 1.91 -0.39
C -4.03 -1.33 2.03 -0.30
C -4.91 -0.05 1.78 -0.27
O -4.25 0.78 0.82 -0.38
H -4.25 -1.96 2.89 0.10
H -4.27 -2.12 1.31 0.10
H -5.11 0.47 2.72 0.10
H -5.86 -0.28 1.29 0.11
C -0.83 0.09 6.05 -0.06
C -1.74 0.21 4.86 -0.21
O -2.30 1.51 4.78 0.10
C -2.45 2.14 3.64 -0.31
O -2.01 1.67 2.61 0.00
C -3.23 3.46 3.70 -0.53
F -4.40 3.27 3.08 0.19
F -3.53 3.80 4.96 0.19
F -2.58 4.40 3.04 0.20
H -1.34 0.37 6.97 0.09
H 0.16 0.54 6.01 0.08
H -0.51 -0.95 6.19 0.09
H -2.40 -0.66 4.84 0.14
H -1.15 -0.08 3.98 0.12
C 2.86 -2.50 -3.79 -0.05
C 3.40 -1.25 -3.11 -0.23
O 4.78 -1.08 -3.25 0.01
C 5.70 -1.85 -2.60 -0.35
O 5.46 -2.65 -1.76 0.18
C 7.16 -1.63 -3.04 -0.56
F 7.17 -1.07 -4.26 0.15
F 7.68 -0.73 -2.22 0.18
F 7.91 -2.71 -3.04 0.20
H 3.37 -3.38 -3.41 0.08
H 3.04 -2.55 -4.86 0.09
H 1.78 -2.64 -3.69 0.06
H 3.18 -1.30 -2.03 0.11
H 2.96 -0.36 -3.56 0.13
C -0.80 -4.15 -2.43 -0.04
C -1.24 -2.77 -1.95 -0.15
O -2.50 -2.43 -2.60 0.08
C -3.13 -1.35 -2.21 -0.30
O -2.73 -0.64 -1.32 0.01
C -4.47 -1.11 -2.93 -0.55
F -4.47 0.08 -3.51 0.19
F -4.74 -2.07 -3.81 0.20
F -5.43 -1.05 -2.00 0.19
H -0.60 -4.88 -1.64 0.08
H -0.01 -4.21 -3.16 0.07
H -1.64 -4.61 -2.96 0.09
H -0.48 -2.00 -1.99 0.12
H -1.46 -2.84 -0.88 0.12
C 3.56 0.67 0.63 -0.19
C 3.69 1.65 -0.56 -0.15
O 5.04 2.14 -0.56 -0.19
S 5.78 1.88 0.87 0.66
O 6.05 3.09 1.54 -0.21
O 6.86 0.96 0.63 -0.24
O 4.55 1.04 1.55 -0.18
H 3.62 -0.32 0.17 0.11
H 2.64 0.78 1.21 0.12
H 3.15 2.58 -0.38 0.12
H 3.36 1.28 -1.53 0.12

Entry Q
76
Properties=species:S:1:pos:R:3:lowdin_charge:R:1 method="wB97M-V/def2-TZVPD" homo_lumo_gap_ev=3.7 charge=0 lumo_energy_ev=-2.50 homo_ev=-6.23
Zr -1.49 -0.73 -0.31 1.88
N -2.34 -0.70 -2.18 -0.46
S -2.40 0.45 -3.34 0.54
O -3.67 1.08 -3.60 -0.19
O -1.45 0.38 -4.49 -0.26
F -1.73 1.58 -2.42 -0.19
S -3.40 -1.68 -3.16 0.65
O -3.27 -1.86 -4.61 -0.23
O -4.78 -1.67 -2.64 -0.24
F -2.88 -3.11 -2.56 -0.22
B 0.51 0.22 -0.85 -0.45
H 0.00 -0.20 -1.70 -0.04
H 1.38 0.82 -1.09 0.04
H -0.27 0.87 -0.46 -0.03
H 0.76 -0.56 -0.15 -0.03
O -5.58 0.24 -0.56 -0.26
C -5.12 1.36 0.13 -0.39
C -3.86 1.35 1.13 -0.26
O -2.65 0.90 0.55 -0.38
H -5.99 1.67 0.70 0.09
H -4.86 2.14 -0.59 0.08
H -4.10 0.72 1.99 0.09
H -3.70 2.35 1.52 0.09
C -1.07 5.32 3.36 -0.07
C -1.08 4.09 2.44 -0.15
O 0.36 4.03 2.05 -0.01
C 1.01 2.82 1.75 -0.26
O 0.37 1.77 1.68 0.11
C 2.48 3.03 1.37 -0.58
F 3.21 1.96 1.70 0.17
F 2.52 3.18 0.05 0.19
F 2.97 4.11 1.94 0.19
H -0.99 6.31 2.91 0.08
H -0.29 5.26 4.11 0.08
H -2.02 5.42 3.88 0.08
H -1.72 4.17 1.56 0.12
H -1.59 3.31 3.02 0.11
C 2.71 -2.60 4.18 -0.04
C 1.66 -2.23 3.09 -0.14
O 0.49 -1.75 3.79 0.07
C -0.44 -1.14 3.08 -0.23
O -0.58 -1.05 1.80 -0.07
C -1.59 -0.69 4.01 -0.57
F -1.73 0.60 3.81 0.20
F -2.74 -1.28 3.69 0.19
F -1.27 -0.96 5.27 0.19
H 2.93 -1.84 4.94 0.09
H 3.58 -3.02 3.70 0.08
H 2.40 -3.42 4.83 0.08
H 1.35 -3.16 2.61 0.12
H 2.04 -1.57 2.31 0.12
C 2.94 -2.50 -1.92 -0.04
C 2.94 -2.89 -0.50 -0.20
O 2.03 -3.98 -0.35 0.04
C 0.69 -3.81 -0.25 -0.23
O 0.06 -2.73 -0.50 -0.02
C -0.05 -5.05 0.24 -0.62
F -0.70 -4.86 1.39 0.19
F -0.95 -5.38 -0.64 0.23
F 0.83 -6.00 0.40 0.21
H 3.14 -3.40 -2.50 0.10
H 3.77 -1.80 -2.00 0.10
H 1.96 -2.10 -2.18 0.08
H 2.56 -2.12 0.17 0.11
H 3.92 -3.22 -0.14 0.14
C 1.23 1.81 -4.19 -0.19
C 1.67 0.36 -4.46 -0.22
O 2.85 0.06 -3.79 -0.20
S 3.70 1.49 -3.76 0.74
O 4.57 1.58 -4.95 -0.25
O 4.35 1.71 -2.44 -0.27
O 2.44 2.48 -4.00 -0.18
H 0.68 1.96 -3.26 0.11
H 0.54 2.16 -4.96 0.14
H 1.94 0.20 -5.50 0.14
H 0.85 -0.27 -4.13 0.11

The least stable of them is entry Q.